DFT (ωB97M-V/def2-TZVPD) results for C3CoO as an isolated structure.

The net charge is +3. As for the multiplicity: 5. The total energy is -1570.3832 Ha. The value obtained for the max |F| is 0.0641 hartree/bohr. The HOMO energy (spin up / spin down) is -29.3 / -29.1 eV.

Last column: Mulliken spin population.
Geometry (Å):
C: 0.1928 0.9306 -1.4860  0.573
C: 0.7397 0.0534 -0.3517  0.374
O: 1.1865 0.1394 -1.6607  -0.053
C: -0.3105 -0.2013 0.3404  0.132
Co: -1.4067 -0.8166 1.8800  2.975